{"formula": "C3H13NO2S", "method": "ωB97M-V with the def2-TZVPD basis set", "gap_ha": 0.3635, "e_homo_ev": -9.202, "e_lumo_ha": 0.0253, "mol_weight_g_mol": 127.21, "charge": 0, "de_lowest_ev": 0.736, "smiles": "NCCCS.O.O", "species": ["C", "C", "C", "S", "N", "H", "H", "H", "H", "H", "H", "H", "H", "H", "H", "H", "O", "H", "H", "O"], "xyz": [[1.15541, 0.31151, 0.49353], [-0.30314, 0.72961, 0.49989], [-0.69946, 2.03140, 1.17935], [-0.64066, 3.49168, 0.09701], [1.26759, -1.09489, 0.97494], [1.88183, 0.95513, 0.98836], [1.43173, 0.24227, -0.53999], [-0.83096, 0.59243, -0.43010], [-0.78805, -0.00653, 1.15660], [-0.21715, 2.15972, 2.15094], [-1.75202, 1.93692, 1.43668], [-1.84127, 3.95177, 0.45445], [0.87905, -1.10631, 1.92117], [2.24167, -1.36809, 1.06484], [-2.39107, -1.42940, -1.78113], [-1.51671, -2.19200, -2.74353], [-2.14481, -1.45779, -2.71165], [1.19496, -2.12246, -0.79688], [1.85321, -2.70534, -2.05747], [1.21985, -2.91962, -1.35703]], "forces_ev_per_angstrom": [[0.3, -1.0, -0.7], [-0.5, -0.4, 1.9], [-0.7, 0.0, -0.1], [0.3, 0.1, 0.1], [-0.3, 0.6, 0.5], [-0.4, 0.4, 0.2], [0.6, 0.3, -0.7], [0.2, 0.2, -0.6], [0.0, -0.1, -0.1], [0.4, 0.2, -0.3], [-0.1, 0.0, -0.1], [0.0, 0.1, 0.0], [0.2, -0.3, -0.3], [0.0, 0.1, 0.0], [-0.1, 0.1, 0.0], [0.0, 0.1, -0.1], [0.2, -0.2, 0.2], [-0.2, -0.4, 0.2], [-0.2, -0.2, 0.2], [0.3, 0.4, -0.4]]}


{"formula": "C3H10N3", "method": "ωB97M-V with the def2-TZVPD basis set", "gap_ha": 0.3558, "e_homo_ev": -12.928, "e_lumo_ha": -0.1193, "mol_weight_g_mol": 88.13, "charge": 1, "de_lowest_ev": 4.212, "species": ["C", "C", "C", "N", "N", "N", "H", "H", "H", "H", "H", "H", "H", "H", "H", "H"], "xyz": [[-2.42866, 0.15762, 0.18296], [-1.54396, -0.91647, 0.91511], [-0.93607, 0.24476, 0.25105], [2.63901, -0.49237, 0.27291], [0.21958, 0.46913, -0.28891], [0.35784, 1.31342, -1.37990], [-2.80634, -0.04398, -0.82158], [-3.05502, 0.87241, 0.73135], [-1.69145, -0.90989, 2.06821], [-1.46887, -1.91170, 0.47222], [2.92008, -0.58066, -0.62578], [2.18000, -1.33876, 0.62580], [1.57843, 0.06796, 0.13678], [1.23999, 1.62467, -1.65780], [3.30703, -0.12608, 0.92091], [-0.51156, 1.56997, -1.80334]], "forces_ev_per_angstrom": [[1.2, 0.3, -0.8], [-1.1, 0.9, 2.3], [1.0, -0.9, -0.6], [-3.8, 0.3, 3.1], [-0.5, 0.6, -0.1], [-2.2, -1.2, 1.6], [-0.1, -0.2, 0.3], [0.5, -0.5, 0.1], [0.4, 0.0, -2.2], [0.1, 0.4, 0.1], [1.7, -0.7, -3.4], [0.9, -0.2, -0.1], [0.1, 0.1, 0.1], [1.1, 0.5, -0.2], [0.5, 0.3, 0.2], [0.1, 0.5, -0.4]]}


{"formula": "C10H12BNO2", "method": "ωB97M-V with the def2-TZVPD basis set", "gap_ha": [0.2371, 0.2233], "e_homo_ev": [-5.965, -8.948], "e_lumo_ha": [0.0179, -0.1055], "mol_weight_g_mol": 189.02, "charge": 0, "spin_multiplicity": 3, "s_squared": 2.016, "species": ["B", "C", "C", "C", "C", "C", "C", "C", "C", "C", "C", "N", "O", "O", "H", "H", "H", "H", "H", "H", "H", "H", "H", "H", "H", "H"], "xyz": [[-0.15035, 1.65762, -2.53253], [-1.73720, -2.17928, 0.66405], [-0.55576, -2.74823, 0.41921], [-1.84580, -0.86236, 1.26972], [-0.79058, -0.09895, 1.47660], [0.64047, -1.91619, 0.52590], [1.74394, 0.04953, 1.75704], [1.03150, 1.97772, -0.06603], [1.49059, 0.49781, 0.27078], [0.56991, -0.50274, 1.04796], [-1.08251, 1.15754, -1.41811], [0.19664, 1.97829, -1.23724], [1.71569, -2.37050, 0.14599], [0.32934, 1.64386, -3.75795], [-2.67180, -2.75633, 0.42985], [-0.48448, -3.65034, -0.17707], [-2.95145, -0.47235, 1.56653], [2.49249, -0.72409, 1.86252], [1.46629, 0.61630, 2.58651], [0.42853, 2.36651, 0.70164], [1.90969, 2.46218, -0.37089], [2.09846, -0.08239, -0.48177], [-0.89731, 0.04440, -1.12563], [-1.92935, 1.35649, -0.82277], [-0.85001, 0.94943, 1.87271], [-0.16694, 1.60605, -4.60702]], "forces_ev_per_angstrom": [[-0.7, 0.2, 1.4], [-6.7, 3.7, 2.2], [5.1, 0.1, -1.3], [-6.3, -4.6, -1.3], [4.7, 3.7, 0.8], [-0.7, -1.1, 0.0], [0.6, -0.9, -2.7], [-0.2, -3.9, -1.6], [0.1, 0.0, 1.4], [-1.9, -0.3, -0.7], [2.0, -2.8, 0.7], [-1.2, -0.5, -0.5], [0.9, -0.1, -0.2], [0.5, 0.4, -2.6], [0.9, 0.8, 0.5], [0.3, -0.1, 0.4], [2.8, -1.0, -0.9], [0.3, 0.3, 0.3], [0.1, 1.3, 1.1], [0.0, 0.9, 1.4], [1.2, 1.3, 0.4], [-0.6, 1.0, 0.9], [0.0, 1.5, -0.8], [-1.3, 1.4, 0.0], [-0.3, -1.2, -0.2], [0.3, -0.2, 1.5]]}


{"formula": "C4H10O", "method": "ωB97M-V with the def2-TZVPD basis set", "gap_ha": 0.4070, "e_homo_ev": -10.113, "e_lumo_ha": 0.0353, "mol_weight_g_mol": 74.12, "charge": 0, "de_lowest_ev": 0.958, "smiles": "CC[C@@H](C)O", "species": ["C", "C", "C", "C", "O", "H", "H", "H", "H", "H", "H", "H", "H", "H", "H"], "xyz": [[1.87007, 0.27460, 0.07354], [0.71011, -0.72795, -0.36886], [-0.57111, 0.12176, -0.51944], [-1.93379, -0.44858, -0.12946], [-0.43299, 1.18732, 0.42245], [1.66295, 1.10627, 0.77394], [2.23507, 0.78978, -0.82520], [2.67669, -0.27778, 0.54548], [0.99095, -1.21155, -1.32702], [0.52018, -1.59337, 0.29724], [-0.61021, 0.48844, -1.55895], [-2.40543, -1.12260, -0.84841], [-1.86347, -0.93886, 0.84728], [-2.57953, 0.42745, 0.00123], [-0.29097, 2.02596, -0.01351]], "forces_ev_per_angstrom": [[0.2, -0.6, -0.3], [0.2, 0.5, 0.3], [-0.1, 0.1, 0.1], [0.0, -0.2, -0.1], [-0.8, 0.7, 0.1], [-0.5, -1.0, -0.3], [0.2, -0.3, 0.1], [0.3, -0.2, -0.3], [-0.1, 0.4, 0.4], [0.3, 0.7, 0.2], [0.0, 0.2, 0.3], [0.3, -0.1, 0.0], [0.0, 0.0, -0.2], [0.0, -0.3, -0.1], [0.0, 0.1, -0.2]]}


{"formula": "C8H14N2O6", "method": "ωB97M-V with the def2-TZVPD basis set", "gap_ha": 0.3687, "e_homo_ev": -9.451, "e_lumo_ha": 0.0213, "mol_weight_g_mol": 234.21, "charge": 0, "de_lowest_ev": 1.088, "smiles": "N[C@@H](CO)C(=O)N[C@@H](CCC(=O)O)C(=O)O", "species": ["C", "C", "C", "C", "C", "C", "C", "C", "H", "H", "H", "H", "H", "H", "H", "H", "H", "H", "H", "H", "H", "H", "N", "N", "O", "O", "O", "O", "O", "O"], "xyz": [[-2.29594, -1.48636, -0.26466], [-1.94799, -0.04718, 0.12066], [-1.81257, -1.75825, -1.74651], [0.05287, 1.26483, 0.76753], [0.81119, 2.13252, -0.25197], [1.06996, 0.79631, 1.84343], [2.15857, -0.01222, 1.27130], [3.08001, 0.64424, 0.24199], [-3.95004, -1.83825, 0.81053], [-4.24668, -0.94013, -0.55834], [-1.77437, -2.12400, 0.40179], [-2.36731, -2.65035, -2.09770], [-2.00637, -0.97839, -2.47172], [-0.22456, -2.84212, -2.10160], [-0.05105, -0.40464, -0.52464], [-0.72893, 1.75824, 1.36692], [1.53930, 1.66707, 2.39376], [0.52467, 0.20209, 2.59110], [2.68830, -0.43327, 2.05393], [1.80404, -0.85952, 0.73687], [4.03369, 0.36428, -1.32049], [1.92302, 3.63455, -0.21757], [-3.71556, -1.73372, -0.18271], [-0.61436, 0.18655, 0.09960], [-2.79605, 0.78368, 0.48930], [-0.36541, -1.93914, -1.87714], [1.10004, 1.69664, -1.36587], [3.45407, 1.81116, 0.27758], [3.47299, -0.16184, -0.75223], [1.18448, 3.26724, 0.26685]], "forces_ev_per_angstrom": [[-0.5, 1.4, -2.4], [-0.9, 1.3, 0.9], [0.5, -0.9, 0.2], [-0.5, 0.7, 0.6], [-0.7, -1.9, -1.4], [-0.3, 1.4, 0.5], [0.5, -0.2, -2.3], [0.7, 1.8, 0.5], [-0.2, 0.2, -0.7], [0.3, -0.3, 0.4], [0.6, -0.8, 0.5], [0.4, 0.3, 0.3], [-0.6, 0.6, 0.3], [0.4, -1.0, -0.2], [-0.3, 0.2, 0.5], [0.3, 0.5, -0.8], [-0.8, -0.7, -0.7], [0.1, 0.1, -0.2], [1.7, -0.7, 1.5], [-0.8, -1.0, -0.4], [0.3, 0.4, -0.4], [0.4, 0.2, -0.5], [-0.3, -0.3, 0.4], [1.0, -0.7, -0.4], [1.3, -1.4, -0.4], [-1.1, 0.8, 0.7], [-0.4, 1.0, 1.7], [-0.2, -1.4, 0.3], [-0.6, -0.7, 0.8], [-0.3, 0.9, 0.7]]}


{"formula": "C8H6Cl3NO3", "method": "ωB97M-V with the def2-TZVPD basis set", "gap_ha": 0.3616, "e_homo_ev": -9.613, "e_lumo_ha": 0.0083, "mol_weight_g_mol": 270.50, "charge": 0, "de_lowest_ev": 0.303, "smiles": "O=[N+]([O-])[C@](O)(c1ccccc1)C(Cl)(Cl)Cl", "species": ["C", "C", "C", "C", "C", "C", "C", "C", "N", "O", "O", "O", "Cl", "Cl", "Cl", "H", "H", "H", "H", "H", "H"], "xyz": [[1.69044, -0.62387, -0.08974], [1.43866, 0.43396, 0.79804], [0.57257, -1.18252, -0.72298], [0.09345, 0.90470, 1.05802], [-0.68232, -0.83666, -0.36675], [-0.96507, 0.22863, 0.47377], [-2.43946, 0.50853, 0.61576], [-2.79284, 1.70459, 1.53975], [-3.03605, -0.76733, 1.28178], [-2.41807, -1.06453, 2.24886], [-4.01387, -1.22943, 0.82145], [-2.95646, 0.69381, -0.63284], [-4.56551, 1.90513, 1.62952], [-2.03563, 1.69452, 3.14056], [-2.21950, 3.15836, 0.67277], [2.66779, -0.84379, -0.24880], [2.32931, 0.89910, 1.25940], [0.79363, -2.05737, -1.41400], [-0.24328, 1.65900, 1.68725], [-1.40918, -1.51642, -0.79943], [-3.38429, 1.50983, -0.87272]], "forces_ev_per_angstrom": [[-3.7, 2.5, 1.2], [-0.7, 0.6, 0.2], [2.9, -2.1, -0.5], [1.2, -2.2, -1.5], [-0.8, -0.9, -0.9], [0.8, -0.5, -0.2], [0.4, 1.0, 0.0], [-0.1, 0.7, -0.1], [0.7, 2.5, -0.9], [0.5, -1.4, 1.8], [-1.7, -1.3, -0.6], [-0.1, -1.5, -0.6], [0.2, -0.4, 0.4], [-0.8, -0.1, 0.0], [0.2, 0.3, 0.0], [2.6, -1.1, -0.7], [-0.9, -0.1, -0.1], [-0.7, 1.2, 0.8], [0.9, 1.4, 1.0], [-0.6, 0.6, 0.1], [-0.3, 0.6, 0.6]]}